Computed, not measured: a 13-piece molecular cluster, C40H113N7O13 overall, with ωB97M-V with the def2-TZVPD basis set.

Output
* LUMO: 0.5 eV
* E: -80355.7049 eV
* Kohn-Sham gap: 9.39 eV
* energy relative to the best compared isomer or geometry (same formula, charge and spin): 19.5 kcal per mole

Structure (XYZ):
```
173
C40H113N7O13, DFT ωB97M-V with the def2-TZVPD basis set
C 4.63 27.83 14.70
C 5.52 28.95 14.12
O 6.00 29.68 15.24
H 4.46 27.09 13.92
H 3.73 28.29 15.11
H 5.16 27.36 15.52
H 4.97 29.66 13.48
H 6.39 28.58 13.58
H 6.72 30.25 14.97
C 3.50 30.31 8.80
C 3.72 29.21 9.85
O 4.23 28.06 9.19
H 2.96 29.92 7.93
H 4.46 30.73 8.51
H 2.80 31.04 9.21
H 2.77 28.96 10.32
H 4.45 29.51 10.61
H 5.14 28.21 8.89
C 0.78 31.40 5.88
C -0.17 30.36 5.31
O -0.55 30.64 3.98
H 1.69 31.47 5.28
H 1.10 31.19 6.90
H 0.38 32.42 5.87
H -1.14 30.38 5.81
H 0.14 29.32 5.40
H -1.20 31.35 3.98
C 3.93 24.11 11.95
C 4.42 24.98 10.81
O 4.41 26.30 11.29
H 4.47 24.14 12.89
H 3.92 23.07 11.64
H 2.89 24.32 12.23
H 3.78 24.80 9.95
H 5.46 24.73 10.61
H 4.37 26.95 10.57
C 4.28 32.41 3.91
C 5.07 32.29 5.18
O 6.14 31.37 4.97
H 3.84 31.46 3.60
H 5.00 32.72 3.16
H 3.43 33.08 4.05
H 4.42 31.89 5.97
H 5.47 33.27 5.43
H 6.62 31.33 5.81
C 7.55 27.55 10.70
C 8.06 28.08 9.35
O 6.94 28.34 8.47
H 8.41 27.21 11.29
H 6.93 26.68 10.50
H 6.98 28.27 11.28
H 8.72 27.38 8.84
H 8.64 29.00 9.39
H 7.04 27.77 7.70
C -0.07 33.47 9.42
C 0.90 34.58 8.98
C 0.08 35.77 8.47
O -0.74 35.34 7.44
C -1.79 36.19 7.06
N 1.73 34.92 10.15
H 0.38 32.61 9.90
H -0.71 33.08 8.62
H -0.90 33.79 10.07
H 1.43 34.18 8.12
H 0.75 36.59 8.18
H -0.51 36.19 9.30
H -2.42 36.35 7.94
H -2.34 35.67 6.28
H -1.49 37.16 6.68
H 2.29 35.74 9.92
H 1.05 35.33 10.78
C -3.27 27.10 9.57
C -2.57 26.31 8.46
C -1.04 26.53 8.55
O -0.72 27.90 8.22
C 0.68 28.06 8.02
N -2.93 24.89 8.56
H -4.34 27.10 9.34
H -2.87 28.11 9.57
H -3.19 26.59 10.53
H -2.84 26.67 7.47
H -0.58 25.83 7.84
H -0.58 26.31 9.52
H 0.99 27.42 7.19
H 1.28 27.89 8.92
H 0.83 29.09 7.68
H -2.60 24.36 7.77
H -3.93 24.78 8.60
C 8.97 30.51 6.56
C 8.29 31.48 7.50
C 8.40 32.97 7.06
O 9.73 33.44 7.04
C 10.29 33.79 8.29
N 6.88 31.15 7.63
H 8.72 29.48 6.81
H 10.04 30.65 6.75
H 8.79 30.70 5.50
H 8.72 31.35 8.50
H 7.83 33.62 7.73
H 7.99 33.00 6.05
H 9.65 34.24 9.06
H 11.07 34.53 8.13
H 10.72 32.96 8.85
H 6.78 30.25 8.08
H 6.43 31.86 8.20
C 7.41 31.16 11.19
C 7.51 32.67 11.17
C 6.16 33.37 10.88
O 5.70 32.84 9.63
C 4.49 33.41 9.15
N 8.12 33.23 12.41
H 6.97 30.84 12.14
H 8.34 30.61 11.10
H 6.77 30.84 10.37
H 8.17 33.04 10.39
H 6.34 34.44 10.81
H 5.38 33.15 11.62
H 3.68 32.98 9.73
H 4.29 33.24 8.09
H 4.56 34.49 9.30
H 8.21 34.23 12.24
H 9.07 32.88 12.47
C -1.03 31.04 13.18
C -1.06 30.37 11.84
C -0.54 28.94 11.83
O 0.76 28.81 12.34
C 1.31 27.47 12.48
N -2.41 30.48 11.25
H -0.10 30.70 13.65
H -1.87 30.81 13.83
H -1.06 32.13 13.10
H -0.44 30.90 11.12
H -0.52 28.56 10.80
H -1.30 28.32 12.31
H 1.16 26.95 11.53
H 0.78 26.95 13.27
H 2.35 27.50 12.78
H -3.02 29.77 11.66
H -2.79 31.37 11.54
C 5.15 34.52 14.33
C 4.50 33.43 15.19
C 4.07 32.24 14.38
O 3.00 32.58 13.52
C 2.63 31.49 12.66
N 5.51 33.04 16.19
H 6.02 34.18 13.78
H 5.49 35.35 14.95
H 4.43 34.86 13.59
H 3.59 33.91 15.57
H 3.76 31.41 15.02
H 4.90 31.90 13.76
H 2.17 30.71 13.27
H 3.52 31.11 12.15
H 1.93 31.83 11.90
H 5.70 33.84 16.78
H 5.10 32.39 16.85
C 3.08 28.74 5.24
C 4.28 27.92 5.70
C 4.03 26.43 5.47
O 2.86 25.98 6.15
C 3.06 25.63 7.50
N 5.46 28.33 4.91
H 2.16 28.53 5.79
H 2.82 28.59 4.19
H 3.25 29.81 5.35
H 4.51 28.16 6.74
H 4.92 25.83 5.69
H 3.83 26.26 4.41
H 3.79 24.81 7.54
H 2.18 25.18 7.96
H 3.51 26.46 8.05
H 5.63 29.33 4.96
H 5.20 28.19 3.94
```

Löwdin population analysis, charges in e, atoms 1 to 4:
1. C -0.058
2. C -0.309
3. O -0.102
4. H 0.050


Computed, not measured: an isolated ion of composition C8H12NO and charge +1, with ωB97M-V with the def2-TZVPD basis set.

Output
* LUMO (alpha / beta): -4.8 / -9.4 eV
* total charge: +1
* E: -12015.2642 eV
* Kohn-Sham gap (alpha / beta): 5.29 / 3.87 eV
* multiplicity: 3
* energy relative to the best compared isomer or geometry (same formula, charge and spin): 8.2 kcal per mole
* <S²>: 2.019

Structure (XYZ):
```
22
C8H12NO, DFT ωB97M-V with the def2-TZVPD basis set
C -2.62 -0.88 0.53
C 4.17 -0.19 0.00
C 2.90 -0.56 -0.14
C -0.56 -0.75 -0.19
C -2.50 0.31 -0.16
C -3.44 1.35 -0.55
C 1.78 0.39 0.03
C 0.61 -0.28 0.75
N -1.54 -1.59 0.60
O -1.30 0.30 -0.68
H -3.47 -1.11 1.09
H 5.09 -0.88 -0.23
H 4.48 0.83 0.30
H 2.53 -1.51 -0.58
H -0.19 -1.54 -1.01
H -2.87 2.08 -1.14
H -3.71 1.85 0.36
H -4.30 0.98 -1.21
H 2.00 1.34 0.59
H 1.57 0.62 -1.07
H 0.35 0.35 1.57
H 1.02 -1.11 1.14
```

Löwdin population analysis, charges in e, atoms 1 to 4:
1. C -0.130
2. C 0.220
3. C -0.006
4. C -0.319


Computed, not measured: a 4-piece molecular cluster, C4H7N overall, with ωB97M-V with the def2-TZVPD basis set.

Output
* LUMO: -0.6 eV
* E: -5741.5788 eV
* Kohn-Sham gap: 8.50 eV
* energy relative to the best compared isomer or geometry (same formula, charge and spin): 226.9 kcal per mole

Structure (XYZ):
```
12
C4H7N, DFT ωB97M-V with the def2-TZVPD basis set
C -2.43 0.17 0.01
C -1.05 -0.32 -0.10
C 0.13 -0.53 0.09
C 1.60 -0.69 -0.05
H -2.70 -0.52 1.48
H -2.48 1.94 0.10
H -3.35 -0.25 -1.40
H 1.73 -1.45 -0.97
H 1.99 -1.28 0.77
H 2.05 1.28 -0.77
H 2.17 1.06 0.89
N 2.33 0.60 -0.05
```

Löwdin population analysis, charges in e, atoms 1 to 4:
1. C -0.238
2. C -0.328
3. C -0.066
4. C -0.299


Computed, not measured: a 2-piece molecular cluster, CH7N3O3S overall, with ωB97M-V with the def2-TZVPD basis set.

Output
* LUMO (alpha / beta): 0.6 / -3.5 eV
* E: -22592.3577 eV
* Kohn-Sham gap (alpha / beta): 5.64 / 5.48 eV
* multiplicity: 3
* <S²>: 2.010

Structure (XYZ):
```
15
CH7N3O3S, DFT ωB97M-V with the def2-TZVPD basis set
C -0.08 1.53 0.86
N 0.56 0.71 1.69
N 1.09 0.02 -0.79
N -1.28 1.10 0.55
O -1.23 -0.61 -1.57
O -0.47 -1.38 0.56
O 0.63 -2.33 -1.47
S -0.06 -0.99 -0.83
H 0.07 2.67 0.64
H 1.50 0.91 2.08
H 0.43 -0.32 1.62
H 1.73 -0.39 -1.48
H -1.70 1.53 -0.27
H -1.46 0.16 0.71
H 0.26 -2.61 -2.29
```

Löwdin population analysis, charges in e, atoms 1 to 4:
1. C -0.432
2. N 0.122
3. N -0.086
4. N 0.092


Computed, not measured: a 2-piece molecular cluster, C7H9NO3 overall, with ωB97M-V with the def2-TZVPD basis set.

Output
* LUMO (alpha / beta): 0.7 / -2.1 eV
* E: -15031.5463 eV
* Kohn-Sham gap (alpha / beta): 8.81 / 6.84 eV
* multiplicity: 3
* energy relative to the best compared isomer or geometry (same formula, charge and spin): 10.9 kcal per mole
* <S²>: 2.009

Structure (XYZ):
```
20
C7H9NO3, DFT ωB97M-V with the def2-TZVPD basis set
C -2.03 -0.77 1.30
C -2.11 0.11 0.24
C -0.84 -1.45 1.52
C -0.95 0.30 -0.57
C 0.33 -1.20 0.81
C 0.31 -0.28 -0.31
C 1.59 -1.96 1.24
N 0.06 3.56 -2.26
O 0.17 4.04 -0.96
O 0.86 4.01 -3.03
O 1.46 0.09 -0.94
H -2.82 -0.92 1.96
H -3.02 0.67 -0.04
H -0.90 -2.25 2.24
H -1.04 0.95 -1.39
H -0.55 3.82 -0.33
H 1.33 -2.49 2.05
H 2.48 -1.34 1.51
H 1.93 -2.63 0.38
H 1.67 -0.31 -1.76
```

Löwdin population analysis, charges in e, atoms 1 to 4:
1. C -0.108
2. C -0.082
3. C -0.061
4. C -0.018


Computed, not measured: a single C3H6FNO2S molecule, with ωB97M-V with the def2-TZVPD basis set.

Output
* LUMO: 0.7 eV
* E: -22343.0202 eV
* Kohn-Sham gap: 10.78 eV
* energy relative to the best compared isomer or geometry (same formula, charge and spin): 23.8 kcal per mole

Structure (XYZ):
```
14
C3H6FNO2S, DFT ωB97M-V with the def2-TZVPD basis set
N -2.01 -0.52 1.33
S -1.44 0.34 -0.01
O -1.50 1.74 0.44
O -2.00 -0.14 -1.28
C 0.62 -0.21 0.13
F 0.70 -1.15 1.09
C 1.66 0.82 -0.26
C 1.28 -0.33 -1.17
H -1.57 -0.23 2.17
H -2.04 -1.46 1.31
H 2.61 0.93 0.16
H 1.34 1.77 -0.50
H 0.58 -0.22 -2.04
H 1.76 -1.33 -1.37
```

Löwdin population analysis, charges in e, atoms 1 to 4:
1. N -0.056
2. S 0.748
3. O -0.349
4. O -0.331


Computed, not measured: a single C21H18O3S molecule, with ωB97M-V with the def2-TZVPD basis set.

Output
* LUMO: 0.5 eV
* E: -39042.9160 eV
* Kohn-Sham gap: 8.38 eV
* energy relative to the best compared isomer or geometry (same formula, charge and spin): 38.9 kcal per mole

Structure (XYZ):
```
43
C21H18O3S, DFT ωB97M-V with the def2-TZVPD basis set
O 5.22 3.77 -0.06
O -3.97 -2.41 -0.70
O 0.04 -1.77 4.25
C 0.94 -0.74 3.98
C -2.46 -1.21 -1.69
C -3.38 -1.61 -2.64
C -2.77 -1.82 -0.54
C 0.71 -0.25 2.72
C -4.35 -2.27 -1.99
C -1.51 -2.88 2.96
C 0.82 1.79 1.18
C 2.82 0.68 1.70
C -2.18 -2.92 1.68
C -1.07 -0.85 0.96
C 1.53 2.62 0.40
C 3.60 1.67 0.99
C -0.71 -1.86 3.13
C 1.45 0.82 1.89
C -1.94 -1.86 0.70
C -0.45 -0.90 2.20
C 2.93 2.64 0.27
S 3.87 3.93 -0.57
C -5.54 -2.90 -2.66
C 2.94 2.50 -2.65
C 3.93 3.57 -2.36
H 1.78 -0.44 4.54
H -1.39 -0.78 -1.86
H -3.27 -1.29 -3.70
H -1.53 -3.59 3.77
H -0.22 1.73 1.23
H 3.41 -0.13 2.16
H -2.99 -3.68 1.55
H -0.84 -0.03 0.33
H 0.96 3.45 -0.15
H 4.72 1.64 1.02
H -6.41 -2.30 -2.30
H -5.51 -2.63 -3.64
H -5.70 -3.96 -2.45
H 2.01 2.75 -2.17
H 2.74 2.41 -3.71
H 3.25 1.52 -2.25
H 4.86 3.15 -2.62
H 3.67 4.46 -2.86
```

Löwdin population analysis, charges in e, atoms 1 to 4:
1. O -0.519
2. O 0.101
3. O 0.073
4. C 0.013


Computed, not measured: a single C3H5N3 molecule, with ωB97M-V with the def2-TZVPD basis set.

Output
* LUMO: 0.3 eV
* E: -7659.9503 eV
* Kohn-Sham gap: 10.11 eV
* energy relative to the best compared isomer or geometry (same formula, charge and spin): 57.8 kcal per mole

Structure (XYZ):
```
11
C3H5N3, DFT ωB97M-V with the def2-TZVPD basis set
N 1.59 0.13 -0.19
C 0.26 -0.07 0.28
C -0.80 -1.11 -0.03
N -2.01 -0.62 -0.14
N -1.86 0.88 -0.12
C -0.59 1.20 0.04
H 1.66 0.10 -1.24
H 2.20 -0.62 0.14
H 0.36 0.00 1.32
H -0.55 -2.11 -0.06
H -0.26 2.23 -0.02
```

Löwdin population analysis, charges in e, atoms 1 to 4:
1. N 0.027
2. C -0.393
3. C -0.105
4. N 0.046


Computed, not measured: C29H39BBeBrClF5MgNO16 as an isolated structure, with ωB97M-V with the def2-TZVPD basis set.

Output
* LUMO: -6.9 eV
* E: -167624.1833 eV
* Kohn-Sham gap: 1.43 eV
* energy relative to the best compared isomer or geometry (same formula, charge and spin): 0.0 kcal per mole

Structure (XYZ):
```
95
C29H39BBeBrClF5MgNO16, DFT ωB97M-V with the def2-TZVPD basis set
O -1.74 -1.83 -3.01
C -0.87 -2.21 -2.33
O 0.27 -1.34 -2.15
C 0.54 -1.14 -0.82
F 1.99 -1.45 -0.56
C 0.29 0.24 -0.34
O 1.08 1.21 -1.03
C 1.30 2.32 -0.16
O 0.15 2.69 0.54
C 0.30 2.47 1.94
C -0.89 1.60 2.46
O -0.43 0.40 3.04
H -0.92 -3.25 -1.88
H -0.03 -1.82 -0.16
H -0.77 0.52 -0.46
H 0.61 0.26 0.70
H 1.57 3.15 -0.82
H 2.17 2.12 0.47
H 1.21 1.94 2.20
H 0.25 3.42 2.48
H -1.40 2.16 3.24
H -1.60 1.39 1.64
H 0.25 0.05 2.43
Be 1.00 -3.82 -0.82
C 2.11 0.04 -6.49
C 1.85 0.14 -5.13
C 2.48 1.11 -4.37
C 3.38 1.98 -4.97
C 3.65 1.87 -6.33
C 3.01 0.90 -7.09
C 4.65 2.77 -6.98
O 4.89 2.68 -8.16
C 5.35 3.78 -6.14
C 6.32 4.59 -6.71
C 6.97 5.54 -5.94
C 6.65 5.69 -4.60
C 5.68 4.89 -4.02
C 5.04 3.92 -4.78
C 4.03 3.04 -4.14
O 3.74 3.17 -2.97
H 1.61 -0.72 -7.08
H 1.16 -0.55 -4.66
H 2.27 1.19 -3.31
H 3.21 0.82 -8.15
H 6.57 4.47 -7.76
H 7.73 6.17 -6.39
H 7.15 6.44 -4.00
H 5.43 5.00 -2.97
C -4.94 0.33 0.80
C -4.15 0.73 -0.44
C -4.98 0.58 -1.71
O -2.98 -0.07 -0.53
H -5.24 -0.72 0.74
H -4.33 0.44 1.69
H -5.84 0.94 0.91
H -3.83 1.77 -0.34
H -5.28 -0.46 -1.85
H -4.39 0.87 -2.58
H -5.87 1.20 -1.67
H -3.26 -1.00 -0.61
C -8.37 -2.91 0.26
N -8.07 -1.49 -0.06
O -8.64 -0.64 0.58
O -7.27 -1.31 -0.95
H -9.09 -2.95 1.06
H -8.77 -3.38 -0.64
H -7.39 -3.39 0.56
Cl 1.27 -5.94 -0.57
B -2.76 -4.90 -0.62
F -2.95 -3.50 -0.39
F -3.86 -5.43 -1.26
F -1.59 -5.06 -1.43
F -2.55 -5.55 0.60
Mg 3.55 -1.80 -1.50
C 2.44 -1.92 2.95
O 1.82 -1.12 2.18
O 1.60 -2.85 3.53
O 3.63 -1.96 3.23
H 0.78 -2.54 3.12
C 2.49 -0.97 6.66
C 1.11 -0.36 6.52
O 0.09 -1.26 6.97
C -0.07 -1.35 8.28
O 0.55 -0.74 9.12
O -1.02 -2.25 8.53
C -1.24 -2.50 9.92
H 2.53 -1.94 6.15
H 3.24 -0.31 6.23
H 2.74 -1.14 7.70
H 0.90 -0.16 5.47
H 1.04 0.59 7.06
H -1.42 -1.57 10.46
H -0.39 -3.03 10.34
H -2.13 -3.13 10.00
Br -6.34 -3.87 2.10
```

Löwdin population analysis, charges in e, atoms 1 to 4:
1. O 0.218
2. C -0.253
3. O -0.015
4. C -0.279